Version 1
A cluster of 2 separate species, C2H8NO2 in total. Source: the OMol25 dataset; level of theory: ωB97M-V/def2-TZVPD.

Output
highest occupied orbital energy = -2.54 eV
frontier orbital gap = 6.530 eV
molar mass = 78.09 g mol⁻¹

ORCA input file:
```
! RIJCOSX wB97M-V def2-TZVPD def2/J DEFGRID3
* xyz -1 1
O -0.40 0.65 -2.73
O -0.75 -0.29 2.58
N -0.14 -0.80 0.35
C 1.15 -0.19 0.13
C -1.07 -0.08 1.33
H 0.04 -1.69 0.80
H -2.06 -0.41 0.96
H -1.02 0.98 0.95
H -0.38 0.39 -1.83
H 1.81 -0.90 -0.37
H 1.67 0.14 1.04
H 1.10 0.70 -0.51
H 0.04 1.50 -2.71
*
```

Version 2
A structure of composition C2H8NO2. Source: the OMol25 dataset; level of theory: ωB97M-V/def2-TZVPD.

Output
highest occupied orbital energy = -3.68 eV
frontier orbital gap = 8.300 eV
molar mass = 78.09 g mol⁻¹

ORCA input file:
```
! RIJCOSX wB97M-V def2-TZVPD def2/J DEFGRID3
* xyz -1 1
O 0.16 -1.65 -0.04
O -0.34 -0.74 2.16
N -0.29 1.68 -0.08
C 0.69 -0.58 -0.71
C -0.34 0.54 -0.98
H 1.52 -0.09 -0.16
H 1.18 -0.88 -1.64
H -0.56 1.34 0.85
H 0.67 2.01 0.01
H -0.09 -1.20 1.04
H -0.95 -1.42 2.47
H -1.34 0.11 -0.89
H -0.30 0.88 -2.03
*
```

Version 3
A cluster of 2 separate species, C2H8NO2 in total. Source: the OMol25 dataset; level of theory: ωB97M-V/def2-TZVPD.

Output
highest occupied orbital energy = -3.21 eV
frontier orbital gap = 7.651 eV
molar mass = 78.09 g mol⁻¹

ORCA input file:
```
! RIJCOSX wB97M-V def2-TZVPD def2/J DEFGRID3
* xyz -1 1
O 0.26 0.05 -0.41
O -0.57 -1.05 1.58
N 1.19 0.33 -2.56
C 1.40 0.21 -1.06
C -1.70 -0.22 2.06
H 0.90 1.34 -2.66
H -1.30 0.72 2.54
H 0.43 -0.31 -2.86
H -2.24 -0.87 2.80
H 2.18 -0.64 -0.88
H -0.09 -0.55 0.83
H 1.97 1.16 -0.62
H -2.42 -0.15 1.23
*
```

Version 4
A cluster of 2 separate species, C2H8NO2 in total. Source: the OMol25 dataset; level of theory: ωB97M-V/def2-TZVPD.

Output
highest occupied orbital energy = -2.73 eV
frontier orbital gap = 7.177 eV
molar mass = 78.09 g mol⁻¹

ORCA input file:
```
! RIJCOSX wB97M-V def2-TZVPD def2/J DEFGRID3
* xyz -1 1
O -2.05 -0.73 -0.39
O 1.79 2.10 0.26
N 0.31 -0.23 -0.25
C 0.60 -1.59 0.21
C -1.16 0.14 0.02
H 1.60 -1.66 0.66
H -1.15 0.33 1.13
H -1.23 1.15 -0.47
H 1.14 2.79 0.37
H 0.38 -0.23 -1.26
H -0.11 -1.87 0.98
H 0.48 -2.36 -0.55
H 1.23 1.27 0.12
*
```

Of them, the most stable is version 2 and the least stable is version 3.

Version 1
A cluster of 2 separate species, C2H8NO2 in total. Source: the OMol25 dataset; level of theory: ωB97M-V/def2-TZVPD.

Output
highest occupied orbital energy = -2.42 eV
frontier orbital gap = 6.328 eV
molar mass = 78.09 g mol⁻¹

ORCA input file:
```
! RIJCOSX wB97M-V def2-TZVPD def2/J DEFGRID3
* xyz -1 1
O -1.96 1.19 0.92
O 2.85 -0.09 -0.55
N -0.19 0.05 -0.23
C -1.43 0.91 -0.25
C -0.39 -1.16 0.55
H -1.12 -1.77 0.01
H -1.07 1.79 -0.85
H -0.90 -0.96 1.51
H 3.27 0.68 -0.16
H 1.99 0.11 -0.98
H -2.12 0.36 -0.95
H 0.54 -1.69 0.77
H 0.54 0.59 0.20
*
```

Version 2
A cluster of 2 separate species, C2H8NO2 in total. Source: the OMol25 dataset; level of theory: ωB97M-V/def2-TZVPD.

Output
highest occupied orbital energy = -2.71 eV
frontier orbital gap = 7.072 eV
molar mass = 78.09 g mol⁻¹

ORCA input file:
```
! RIJCOSX wB97M-V def2-TZVPD def2/J DEFGRID3
* xyz -1 1
O 1.02 -2.56 0.62
O -1.37 1.53 0.72
N 0.00 -0.08 -0.41
C 0.35 0.74 -1.58
C -0.31 0.76 0.80
H 0.25 -1.99 0.76
H 0.90 0.20 -2.34
H -0.94 -0.37 -0.72
H -0.47 1.21 -2.15
H 1.50 -1.83 0.18
H -0.29 -0.03 1.58
H 0.94 1.60 -1.18
H 0.63 1.50 0.83
*
```

Version 3
A structure of composition C2H8NO2. Source: the OMol25 dataset; level of theory: ωB97M-V/def2-TZVPD.

Output
highest occupied orbital energy = -3.74 eV
frontier orbital gap = 8.349 eV
molar mass = 78.09 g mol⁻¹

ORCA input file:
```
! RIJCOSX wB97M-V def2-TZVPD def2/J DEFGRID3
* xyz -1 1
O 0.46 -0.39 0.60
O -0.38 1.56 -0.62
N -0.13 -2.60 -0.17
C -0.47 -1.37 0.64
C 0.45 2.61 -0.34
H 0.52 3.35 -1.16
H -0.59 -1.77 1.66
H 0.05 0.59 -0.04
H -1.46 -1.03 0.27
H 0.37 -2.28 -0.99
H 0.15 3.19 0.54
H 0.51 -3.12 0.40
H 1.49 2.30 -0.14
*
```

Version 4
A cluster of 2 separate species, C2H8NO2 in total. Source: the OMol25 dataset; level of theory: ωB97M-V/def2-TZVPD.

Output
highest occupied orbital energy = -2.58 eV
frontier orbital gap = 6.720 eV
molar mass = 78.09 g mol⁻¹

ORCA input file:
```
! RIJCOSX wB97M-V def2-TZVPD def2/J DEFGRID3
* xyz -1 1
O 2.15 -0.86 -0.08
O -2.61 0.64 -1.00
N 0.07 0.28 -0.01
C 0.87 -0.95 -0.37
C 0.13 0.62 1.41
H -0.30 -0.12 2.07
H 0.53 1.00 -0.53
H -1.67 0.69 -0.64
H 0.62 -1.04 -1.48
H -3.17 0.79 -0.24
H -0.38 1.58 1.57
H 0.26 -1.81 0.01
H 1.18 0.80 1.67
*
```

Of them, the most stable is version 3 and the least stable is version 2.

Version 1
A structure of composition C3H8ClNS. Source: the OMol25 dataset; level of theory: ωB97M-V/def2-TZVPD.

Output
highest occupied orbital energy = -9.07 eV
frontier orbital gap = 9.835 eV
molar mass = 125.62 g mol⁻¹

ORCA input file:
```
! RIJCOSX wB97M-V def2-TZVPD def2/J DEFGRID3
* xyz 0 1
Cl 0.08 -2.01 -1.51
S 1.25 0.99 -1.89
N 0.62 -1.63 0.10
C -0.84 0.05 1.55
C 0.22 0.12 0.52
C -0.09 0.98 -0.67
H -0.54 -0.43 2.41
H -0.32 2.01 -0.46
H 0.61 0.02 -2.72
H 1.66 -1.55 0.11
H -1.70 -0.49 1.10
H 1.22 0.47 0.89
H -1.29 0.99 1.64
H -0.88 0.48 -1.08
*
```

Version 2
A cluster of 2 separate species, C3H8ClNS in total. Source: the OMol25 dataset; level of theory: ωB97M-V/def2-TZVPD.

Output
highest occupied orbital energy = -7.13 eV
frontier orbital gap = 7.668 eV
molar mass = 125.62 g mol⁻¹

ORCA input file:
```
! RIJCOSX wB97M-V def2-TZVPD def2/J DEFGRID3
* xyz 0 1
Cl 0.63 -0.66 1.37
S 1.11 1.74 -0.33
N 2.09 -0.80 -0.76
C 2.37 -2.07 -0.57
C -2.87 1.10 0.73
C 1.08 -0.05 -0.16
H -3.86 1.43 1.17
H -2.41 1.97 0.32
H 2.99 -2.73 -1.08
H 1.81 -2.49 0.37
H -3.03 0.69 -0.24
H -2.19 0.51 1.39
H 2.48 -0.39 -1.65
H -0.21 1.76 -0.55
*
```

Of them, the most stable is version 1 and the least stable is version 2.

Version 1
The molecule C18H11N7O. Source: the OMol25 dataset; level of theory: ωB97M-V/def2-TZVPD.

Output
highest occupied orbital energy = -9.37 eV
frontier orbital gap = 8.774 eV
molar mass = 341.33 g mol⁻¹

ORCA input file:
```
! RIJCOSX wB97M-V def2-TZVPD def2/J DEFGRID3
* xyz 0 1
O -0.65 -3.23 -0.34
N -0.03 -4.82 3.00
N 0.55 2.00 -0.74
N -1.41 2.95 -0.37
N 3.01 3.45 -0.94
N -5.85 -0.78 1.33
N -0.63 3.86 -0.76
N -0.73 1.75 -0.31
C 0.33 -6.44 1.14
C -1.39 0.51 -0.02
C 0.23 -5.29 0.30
C 0.55 3.26 -0.97
C -0.75 -0.76 -0.24
C -4.71 -0.81 1.10
C -0.30 -3.85 2.09
C 0.31 -6.05 2.50
C -3.38 -0.93 0.61
C -2.71 -2.07 0.26
C -1.36 -2.01 -0.10
C 1.73 5.33 -1.83
C 1.81 4.05 -1.21
C 4.03 4.27 -1.19
C 3.93 5.51 -1.60
C -0.25 -4.05 0.73
C -2.69 0.34 0.40
C 2.80 6.16 -1.93
H -0.52 -2.94 2.47
H 0.24 -0.78 -0.62
H -3.34 1.27 0.39
H 0.65 -6.78 3.19
H 4.88 3.85 -0.84
H 2.68 7.19 -2.32
H 0.33 -7.44 0.78
H 0.76 5.73 -2.07
H 4.87 6.04 -1.62
H -3.30 -3.00 0.45
H 0.34 -5.46 -0.73
*
```

Version 2
The molecule C18H11N7O. Source: the OMol25 dataset; level of theory: ωB97M-V/def2-TZVPD.

Output
highest occupied orbital energy = -9.21 eV
frontier orbital gap = 8.690 eV
molar mass = 341.33 g mol⁻¹

ORCA input file:
```
! RIJCOSX wB97M-V def2-TZVPD def2/J DEFGRID3
* xyz 0 1
O -0.09 3.20 1.55
N 2.98 5.26 1.99
N 3.80 -1.29 2.77
N -0.64 -0.89 -0.95
N -1.15 -4.90 -1.99
N -1.96 -1.28 -2.61
N -1.45 -0.34 -1.92
N -0.62 -2.22 -1.07
C -2.95 -5.32 -4.05
C 1.74 -0.07 1.76
C -2.38 -6.37 -3.37
C 0.35 1.92 1.31
C 1.33 1.25 2.10
C -1.43 -2.45 -2.08
C 2.51 6.24 2.80
C 1.18 6.30 3.17
C -1.48 -6.15 -2.35
C -2.56 -4.03 -3.68
C -0.28 1.20 0.31
C 2.89 -0.68 2.36
C 0.03 -0.15 0.07
C 1.07 -0.79 0.74
C 0.78 4.23 1.90
C -1.70 -3.82 -2.57
C 0.30 5.29 2.70
C 2.14 4.26 1.57
H 3.15 7.04 3.17
H -0.76 5.33 2.99
H 2.58 3.49 0.93
H 1.81 1.80 2.87
H -2.98 -3.16 -4.17
H 0.84 7.06 3.84
H -0.99 1.75 -0.31
H -2.67 -7.38 -3.66
H -3.64 -5.51 -4.85
H 1.33 -1.82 0.58
H -1.05 -7.01 -1.83
*
```

Of them, the most stable is version 2 and the least stable is version 1.

Version 1
The ion C4H10NOS with charge -1. Source: the OMol25 dataset; level of theory: ωB97M-V/def2-TZVPD.

Output
highest occupied orbital energy = -2.69 eV
frontier orbital gap = 5.994 eV
molar mass = 120.20 g mol⁻¹

ORCA input file:
```
! RIJCOSX wB97M-V def2-TZVPD def2/J DEFGRID3
* xyz -1 1
S -2.00 1.62 -0.94
O 1.16 -2.30 1.51
N -0.43 -0.62 0.80
C -0.36 0.88 -1.51
C 0.42 0.54 0.83
C 0.20 -2.01 0.64
C 0.77 1.17 -0.51
H 0.10 1.28 1.57
H 1.74 0.74 -0.79
H -2.25 0.45 -0.33
H -0.55 -0.17 -1.63
H -0.81 -0.74 1.73
H -0.70 -2.63 0.74
H 0.57 -2.02 -0.43
H -0.21 1.41 -2.45
H 1.39 0.15 1.27
H 0.93 2.26 -0.51
*
```

Version 2
A cluster of 4 separate species, C4H10NOS in total. Source: the OMol25 dataset; level of theory: ωB97M-V/def2-TZVPD.

Output
highest occupied orbital energy = -3.53 eV
frontier orbital gap = 2.911 eV
molar mass = 120.20 g mol⁻¹

ORCA input file:
```
! RIJCOSX wB97M-V def2-TZVPD def2/J DEFGRID3
* xyz -1 1
S -4.86 0.78 0.24
O 3.33 0.32 -0.99
N 2.40 -0.05 1.47
C 2.03 0.04 -1.02
C 0.04 -0.54 0.35
C 1.42 0.28 0.35
C -1.10 0.08 0.26
H 2.34 0.46 2.34
H 6.62 -6.77 -3.85
H 1.39 0.70 -1.71
H 6.66 -7.51 -2.99
H 3.24 -0.02 0.90
H 0.30 -1.52 0.63
H 1.67 -0.96 -1.52
H -1.36 0.43 -0.71
H -2.18 0.01 0.74
H 1.28 1.46 0.29
*
```

Of them, the most stable is version 1 and the least stable is version 2.

Version 1
The ion C3H8N3 with charge +1. Source: the OMol25 dataset; level of theory: ωB97M-V/def2-TZVPD.

Output
highest occupied orbital energy (spin up / spin down) = -14.01 / -14.26 eV
frontier orbital gap (spin up / spin down) = 8.071 / 8.694 eV
molar mass = 86.12 g mol⁻¹

ORCA input file:
```
! RIJCOSX wB97M-V def2-TZVPD def2/J DEFGRID3
* xyz 1 1
N -0.97 -0.98 -0.52
N 0.61 0.93 -0.45
N -1.43 0.06 0.39
C -0.63 1.25 0.18
C 1.29 -0.27 0.10
C 0.30 -1.38 0.32
H -1.66 -1.65 -0.50
H -0.47 1.62 1.24
H -0.79 -0.46 -1.33
H 1.75 -0.25 1.12
H -1.04 1.98 -0.61
H 2.06 -0.78 -0.55
H -0.08 -1.89 1.16
H 1.06 1.81 -0.56
*
```

Version 2
A structure of composition C3H8N3. Source: the OMol25 dataset; level of theory: ωB97M-V/def2-TZVPD.

Output
highest occupied orbital energy = -11.92 eV
frontier orbital gap = 7.552 eV
molar mass = 86.12 g mol⁻¹

ORCA input file:
```
! RIJCOSX wB97M-V def2-TZVPD def2/J DEFGRID3
* xyz 1 1
N -2.38 0.81 -2.11
N 1.19 0.21 -0.06
N 0.31 0.42 -1.21
C 0.29 -0.40 1.00
C -0.94 0.12 -0.94
C -1.10 -0.53 0.35
H 1.97 -0.42 -0.31
H 0.26 0.27 1.86
H -1.90 -0.06 0.93
H -1.40 -1.57 0.21
H -1.81 1.21 -2.86
H 0.70 -1.36 1.31
H 0.62 0.99 -1.99
H 1.60 1.10 0.27
*
```

Of them, the most stable is version 1 and the least stable is version 2.